No. 1
{"formula": "C31H59HfN2O6PS", "method": "ωB97M-V with the def2-TZVPD basis set", "species": ["Hf", "O", "C", "O", "C", "O", "C", "C", "O", "O", "H", "H", "H", "H", "H", "C", "C", "C", "S", "O", "C", "C", "C", "H", "H", "H", "H", "H", "H", "H", "H", "H", "H", "H", "H", "H", "H", "C", "C", "C", "C", "P", "N", "C", "C", "C", "C", "C", "C", "C", "C", "H", "H", "H", "H", "H", "H", "H", "H", "H", "H", "H", "H", "H", "H", "H", "H", "H", "H", "H", "H", "H", "H", "H", "H", "H", "H", "H", "C", "N", "C", "C", "C", "C", "C", "C", "C", "C", "H", "H", "H", "H", "H", "H", "H", "H", "H", "H", "H", "H", "H"], "coordinates": [[-1.203, 0.040, -0.093], [-4.921, 0.030, 2.175], [-3.799, 0.528, 1.732], [-2.850, -0.185, 1.420], [-3.798, 2.034, 1.696], [-2.534, 2.520, 1.344], [-2.512, 3.422, 0.251], [-2.459, 2.709, -1.095], [-2.420, 3.326, -2.128], [-2.428, 1.388, -1.017], [-4.878, -0.941, 2.193], [-4.077, 2.374, 2.699], [-4.592, 2.352, 1.013], [-1.605, 4.019, 0.350], [-3.362, 4.107, 0.262], [3.407, -1.968, -3.971], [2.727, -1.157, -2.873], [2.082, 0.095, -3.450], [1.181, 1.046, -2.223], [-0.045, 0.135, -1.921], [0.539, 2.346, -3.304], [1.337, 3.635, -3.113], [0.935, 4.374, -1.843], [3.863, -2.867, -3.558], [4.193, -1.390, -4.459], [2.694, -2.277, -4.737], [3.455, -0.873, -2.112], [1.964, -1.762, -2.375], [1.362, -0.138, -4.239], [2.825, 0.785, -3.860], [-0.505, 2.480, -3.010], [0.572, 1.971, -4.327], [1.153, 4.265, -3.984], [2.411, 3.422, -3.120], [-0.099, 4.715, -1.919], [1.570, 5.241, -1.676], [1.018, 3.731, -0.962], [0.912, 2.746, 3.572], [0.697, 1.240, 3.797], [1.390, 0.825, 5.100], [-0.820, 1.042, 3.952], [1.305, 0.324, 2.279], [0.280, 0.547, 1.069], [1.410, -1.518, 2.646], [0.105, -1.951, 3.336], [1.522, -2.323, 1.339], [2.586, -1.907, 3.551], [2.995, 0.954, 1.768], [3.568, -0.047, 0.753], [4.002, 1.116, 2.911], [2.838, 2.300, 1.034], [0.385, 3.283, 4.362], [0.506, 3.076, 2.614], [1.958, 3.035, 3.635], [1.041, 1.491, 5.893], [2.474, 0.911, 5.057], [1.135, -0.190, 5.401], [-1.174, 1.758, 4.696], [-1.086, 0.049, 4.306], [-1.334, 1.249, 3.016], [-0.785, -1.625, 2.792], [0.036, -1.586, 4.359], [0.089, -3.042, 3.384], [0.806, -2.005, 0.577], [1.315, -3.371, 1.562], [2.514, -2.278, 0.897], [2.592, -1.361, 4.493], [3.550, -1.767, 3.065], [2.499, -2.969, 3.791], [3.898, -0.974, 1.219], [4.444, 0.405, 0.282], [2.843, -0.283, -0.026], [4.155, 0.200, 3.481], [3.724, 1.910, 3.601], [4.965, 1.393, 2.476], [1.964, 2.300, 0.387], [3.722, 2.461, 0.414], [2.767, 3.143, 1.716], [-3.207, -2.868, -4.857], [-2.419, -1.817, -4.151], [-1.040, -2.302, -3.860], [-3.116, -1.247, -2.911], [-3.062, -2.183, -1.735], [-3.989, -3.228, -1.701], [-3.937, -4.194, -0.709], [-2.953, -4.106, 0.263], [-2.075, -3.030, 0.258], [-2.096, -2.023, -0.720], [-2.695, -3.123, -5.781], [-4.201, -2.486, -5.074], [-3.269, -3.742, -4.216], [-2.339, -1.029, -4.794], [-1.117, -3.196, -3.247], [-0.508, -1.531, -3.309], [-0.551, -2.533, -4.804], [-4.135, -1.031, -3.231], [-2.610, -0.304, -2.710], [-4.775, -3.282, -2.446], [-4.658, -5.000, -0.694], [-2.886, -4.861, 1.037], [-1.353, -2.978, 1.068]], "e_tot_ev": -69791.58382, "total_charge": 2, "de_lowest_kcal_mol": 9.7, "molar_mass_g_mol": 797.4, "lumo_energy_ev": -4.598}

***

No. 2
{"formula": "C21H15N6O2PdS2", "method": "ωB97M-V with the def2-TZVPD basis set", "species": ["Pd", "N", "C", "N", "C", "N", "N", "C", "C", "C", "C", "C", "C", "N", "C", "C", "C", "C", "C", "C", "H", "H", "H", "H", "H", "H", "H", "H", "H", "H", "H", "O", "S", "O", "N", "C", "S", "C", "C", "C", "C", "C", "C", "H", "H", "H", "H"], "coordinates": [[-0.551, -0.244, -1.437], [-0.272, 2.892, 2.252], [-0.725, 2.357, 1.114], [-0.032, 1.587, 0.338], [1.283, 1.323, 0.665], [2.049, 0.687, -0.166], [1.419, 0.342, -1.322], [2.095, 0.316, -2.405], [1.406, -0.018, -3.648], [2.059, -0.157, -4.859], [1.304, -0.449, -5.987], [-0.067, -0.592, -5.866], [-0.648, -0.445, -4.614], [0.074, -0.155, -3.539], [1.821, 1.791, 1.934], [3.112, 1.485, 2.375], [3.563, 1.981, 3.577], [2.735, 2.793, 4.358], [1.461, 3.108, 3.938], [1.007, 2.604, 2.723], [-0.871, 3.496, 2.793], [-1.749, 2.585, 0.840], [3.147, 0.580, -2.394], [3.133, -0.044, -4.914], [1.784, -0.564, -6.949], [-0.683, -0.821, -6.724], [-1.713, -0.561, -4.458], [3.737, 0.859, 1.754], [4.562, 1.747, 3.918], [3.095, 3.178, 5.302], [0.817, 3.737, 4.541], [-2.269, -3.856, -1.793], [-1.696, -2.779, -1.065], [-0.251, -2.576, -1.160], [-2.357, -1.281, -1.473], [-2.729, -0.622, -0.323], [-3.341, 0.910, -0.370], [-2.615, -1.447, 0.906], [-2.980, -1.108, 2.199], [-2.874, -2.077, 3.186], [-2.428, -3.363, 2.888], [-2.056, -3.709, 1.596], [-2.147, -2.725, 0.634], [-3.360, -0.118, 2.412], [-3.160, -1.837, 4.201], [-2.379, -4.107, 3.672], [-1.711, -4.705, 1.353]], "e_tot_ev": -60199.33023, "total_charge": 1, "de_lowest_kcal_mol": 38.9, "molar_mass_g_mol": 553.9, "lumo_energy_ev": [-4.591, -4.592]}

***

No. 3
{"formula": "C7H11NO", "method": "ωB97M-V with the def2-TZVPD basis set", "species": ["C", "C", "C", "C", "C", "C", "C", "O", "N", "H", "H", "H", "H", "H", "H", "H", "H", "H", "H", "H"], "coordinates": [[0.353, -2.088, -0.263], [-2.454, -0.084, 0.271], [1.111, 0.519, -0.062], [0.095, -0.633, -0.069], [-0.998, 0.139, 0.171], [-0.220, 1.424, 0.360], [1.439, 0.499, -1.448], [2.153, 0.411, 0.866], [-0.386, 1.610, 1.726], [2.873, 0.987, 0.582], [0.527, 1.789, 2.157], [-0.353, 2.275, -0.321], [-0.110, -2.644, 0.557], [-0.054, -2.474, -1.199], [1.425, -2.290, -0.242], [-2.962, 0.328, -0.609], [-2.833, 0.447, 1.147], [-2.708, -1.142, 0.354], [0.771, 0.936, -2.176], [2.330, -0.006, -1.803]], "e_tot_ev": -10969.69819, "de_lowest_kcal_mol": 128.6, "molar_mass_g_mol": 125.2, "lumo_energy_ev": [-0.012, -0.204]}

***

No. 4
{"formula": "C34H39CaN5O3P2S", "method": "ωB97M-V with the def2-TZVPD basis set", "species": ["Ca", "C", "C", "C", "C", "C", "C", "C", "C", "C", "H", "H", "H", "H", "H", "H", "H", "H", "H", "H", "H", "H", "H", "H", "H", "P", "P", "N", "N", "N", "N", "C", "C", "C", "C", "C", "C", "C", "C", "C", "C", "C", "C", "C", "C", "C", "C", "C", "C", "H", "H", "H", "H", "H", "H", "H", "H", "H", "H", "H", "H", "H", "H", "H", "H", "H", "H", "H", "H", "O", "C", "N", "S", "O", "O", "C", "C", "C", "C", "C", "C", "H", "H", "H", "H"], "coordinates": [[-0.563, -1.513, 0.479], [-0.528, 4.843, 3.013], [-1.071, 4.138, 2.012], [-0.259, 3.418, 0.976], [0.902, 2.554, 1.537], [2.289, 3.057, 1.273], [2.652, 4.342, 1.371], [1.756, 5.420, 1.900], [0.940, 5.078, 3.194], [1.102, -3.236, 0.680], [-1.163, 5.264, 3.801], [-2.158, 4.094, 1.871], [0.146, 4.136, 0.250], [-0.929, 2.745, 0.423], [0.761, 2.351, 2.608], [0.834, 1.567, 1.058], [3.008, 2.280, 0.982], [3.646, 4.669, 1.042], [1.047, 5.712, 1.117], [2.348, 6.321, 2.126], [1.399, 4.237, 3.735], [1.023, 5.954, 3.858], [0.958, -3.116, 1.771], [2.174, -3.328, 0.466], [0.585, -4.162, 0.385], [1.464, -1.600, -1.403], [-2.408, -0.846, -1.423], [2.687, -0.358, -1.744], [2.195, -2.804, -2.561], [-2.257, 0.696, -2.291], [-3.864, -1.319, -2.329], [0.207, -0.983, -2.557], [-1.133, -1.760, -2.440], [3.970, -0.459, -1.181], [4.830, 0.386, -1.874], [4.071, 1.016, -2.909], [2.773, 0.533, -2.820], [2.628, -4.083, -2.216], [3.170, -4.694, -3.339], [3.078, -3.760, -4.418], [2.492, -2.606, -3.916], [-2.203, 1.992, -1.760], [-1.840, 2.870, -2.771], [-1.655, 2.103, -3.969], [-1.928, 0.784, -3.656], [-4.534, -0.658, -3.372], [-5.312, -1.575, -4.063], [-5.142, -2.850, -3.422], [-4.257, -2.670, -2.371], [0.567, -1.053, -3.595], [0.095, 0.091, -2.354], [-1.538, -1.960, -3.447], [-0.998, -2.770, -1.990], [4.133, -1.092, -0.325], [5.880, 0.531, -1.673], [4.431, 1.722, -3.642], [1.907, 0.781, -3.414], [2.491, -4.436, -1.207], [3.584, -5.690, -3.381], [3.394, -3.916, -5.438], [2.261, -1.679, -4.421], [-2.491, 2.168, -0.726], [-1.724, 3.940, -2.672], [-1.377, 2.454, -4.954], [-1.897, -0.103, -4.277], [-4.413, 0.405, -3.533], [-5.918, -1.354, -4.930], [-5.616, -3.776, -3.713], [-3.880, -3.366, -1.635], [-0.837, -4.162, 3.314], [-1.084, -2.993, 3.624], [-1.376, -2.007, 2.689], [-1.246, -0.458, 3.257], [0.032, 0.028, 2.686], [-2.413, 0.343, 2.989], [-1.130, -0.997, 4.925], [-1.127, -0.201, 6.066], [-1.020, -0.837, 7.308], [-0.894, -2.237, 7.381], [-0.878, -3.007, 6.211], [-1.057, -2.376, 4.977], [-1.224, 0.878, 5.976], [-1.034, -0.245, 8.221], [-0.797, -2.719, 8.359], [-0.736, -4.088, 6.221]], "e_tot_ev": -97331.14011, "de_lowest_kcal_mol": 0.0, "molar_mass_g_mol": 699.8, "lumo_energy_ev": -0.903}

***

No. 5
{"formula": "C19H18F2N4O11S2Y", "method": "ωB97M-V with the def2-TZVPD basis set", "species": ["Y", "N", "S", "O", "O", "F", "S", "O", "O", "F", "C", "O", "H", "H", "H", "C", "C", "C", "C", "C", "C", "N", "O", "O", "H", "H", "H", "H", "H", "C", "C", "C", "C", "C", "C", "N", "O", "O", "H", "H", "H", "H", "H", "C", "C", "C", "C", "C", "C", "N", "O", "O", "H", "H", "H", "H", "H"], "coordinates": [[-4.727, 0.010, 1.174], [-2.780, 0.813, 1.652], [-1.288, 0.911, 1.099], [-0.472, -0.301, 1.125], [-0.660, 2.144, 0.637], [-1.977, 0.728, -0.358], [-2.104, 1.663, 2.929], [-2.328, 3.130, 2.897], [-0.990, 1.182, 3.724], [-3.304, 1.121, 3.819], [-5.104, 1.738, -1.816], [-5.633, 0.679, -1.079], [-5.667, 2.648, -1.604], [-4.061, 1.768, -1.500], [-5.087, 1.644, -2.901], [2.281, 2.389, 2.542], [2.326, 1.049, 2.881], [3.220, 0.591, 3.886], [4.086, 1.513, 4.612], [4.086, 2.864, 4.196], [3.306, 3.261, 3.110], [4.973, 0.983, 5.687], [5.446, 1.877, 6.317], [4.982, -0.178, 6.072], [1.636, 2.639, 1.713], [1.830, 0.237, 2.370], [3.318, -0.476, 4.024], [4.822, 3.574, 4.544], [3.421, 4.259, 2.713], [0.414, -4.654, -1.138], [-0.394, -4.526, -2.333], [-1.485, -3.707, -2.293], [-1.889, -2.969, -1.197], [-1.136, -3.155, -0.019], [0.022, -4.036, 0.009], [-2.989, -2.044, -1.200], [-3.275, -1.517, -2.213], [-3.378, -1.570, -0.122], [1.277, -5.293, -1.019], [-0.171, -4.966, -3.295], [-1.926, -3.651, -3.277], [-1.391, -2.664, 0.909], [0.567, -4.172, 0.931], [0.453, -0.864, -4.936], [0.519, -1.364, -3.585], [0.842, -0.511, -2.586], [0.984, 0.865, -2.726], [0.884, 1.348, -4.050], [0.538, 0.569, -5.134], [1.573, 1.724, -1.677], [2.027, 2.883, -1.867], [1.684, 1.118, -0.674], [0.125, -1.451, -5.781], [0.540, -2.437, -3.467], [0.784, -0.930, -1.592], [0.940, 2.426, -4.076], [0.310, 1.087, -6.053]], "e_tot_ev": -76592.34035, "total_charge": 2, "multiplicity": 2, "molar_mass_g_mol": 669.4, "lumo_energy_ev": [-8.556, -10.366]}

***

> What is the formula in the third record?

C7H11NO